(1)
CH3O3 | the ωB97M-V functional and the def2-TZVPD basis

```
! RIJCOSX wB97M-V def2-TZVPD def2/J DEFGRID3
* xyz 1 1
C -1.276 0.959 0.783
O 0.366 -0.902 -0.445
O -0.997 1.791 0.078
O -0.796 -0.669 0.378
H -1.980 0.636 1.604
H 0.372 -1.390 -1.318
H -0.751 -1.290 1.163
*
```

**Total energy**: -7215.14609 eV
**Orbital gap**: 12.388 eV
**Energy relative to the best compared isomer or geometry (same formula, charge and spin)**: 0.701 eV
**HOMO**: -18.0 eV
**LUMO**: -0.2047 Eh

Atomic charges from the natural (NBO) analysis, expressed in e, are listed below:
1. C 0.698
2. O -0.396
3. O -0.268
4. O -0.376
5. H 0.258
6. H 0.537
7. H 0.547

---

(2)
C20H31I2NO5 | the ωB97M-V functional and the def2-TZVPD basis

```
! RIJCOSX wB97M-V def2-TZVPD def2/J DEFGRID3
* xyz 0 1
C 2.392 0.006 3.811
C 3.048 -1.006 3.183
C 3.526 -0.874 1.765
C 2.404 -1.313 0.724
C 3.156 -1.824 -0.512
I 4.777 -0.598 -1.137
C 2.853 -2.924 -1.215
C 1.751 -3.892 -0.856
I 3.902 -3.506 -2.940
O 1.622 -2.251 1.446
C 0.394 -1.696 1.660
O -0.586 -2.301 1.959
O 0.499 -0.356 1.504
C 1.389 -0.194 0.362
C 1.902 1.227 0.165
C 1.138 2.281 0.990
C 1.286 3.682 0.376
C -0.022 4.466 0.318
O -1.049 3.678 -0.287
C 0.497 -0.548 -0.862
C -0.955 -0.076 -0.751
C -1.634 -0.115 -2.124
C -3.009 0.545 -2.116
N -4.133 -0.306 -1.688
C -4.289 -1.509 -2.499
C -4.170 -0.584 -0.314
C -4.438 0.571 0.617
O -4.037 -1.708 0.132
H 1.421 -0.139 4.276
H 2.838 0.997 3.870
H 3.230 -1.937 3.714
H 4.341 -1.585 1.623
H 3.853 0.150 1.610
H 1.374 -4.349 -1.768
H 0.925 -3.442 -0.327
H 2.156 -4.693 -0.237
H 1.833 1.516 -0.880
H 2.952 1.341 0.421
H 0.096 2.017 1.138
H 1.585 2.332 1.984
H 1.708 3.655 -0.630
H 1.983 4.271 0.976
H 0.135 5.323 -0.340
H -0.307 4.833 1.304
H -1.818 3.659 0.285
H 0.933 -0.187 -1.794
H 0.452 -1.633 -0.981
H -1.039 0.937 -0.358
H -1.475 -0.767 -0.090
H -1.013 0.463 -2.815
H -1.646 -1.135 -2.509
H -2.977 1.405 -1.450
H -3.261 0.943 -3.099
H -4.093 -1.250 -3.540
H -3.579 -2.289 -2.223
H -5.303 -1.895 -2.443
H -4.085 1.522 0.221
H -5.507 0.668 0.793
H -3.925 0.395 1.558
*
```

**Total energy**: -49168.67123 eV
**Orbital gap**: 8.276 eV
**Energy relative to the best compared isomer or geometry (same formula, charge and spin)**: 0.600 eV
**HOMO**: -8.4 eV
**LUMO**: -0.0055 Eh

natural (NBO) atomic charge list, values in e, 8 entries:
1. C -0.405
2. C -0.159
3. C -0.474
4. C 0.180
5. C -0.195
6. I 0.183
7. C -0.150
8. C -0.671

---

(3)
C30H72F3IN3O23S8 | the ωB97M-V functional and the def2-TZVPD basis

```
! RIJCOSX wB97M-V def2-TZVPD def2/J DEFGRID3
* xyz 1 1
C 6.163 -1.332 2.775
C 5.082 -0.925 1.748
C 5.160 -1.803 0.502
I 6.949 -1.448 -0.639
N 3.972 -1.781 -0.376
C 3.250 -3.064 -0.522
C 1.957 -3.097 0.299
C 2.164 -3.382 1.753
F 2.081 -2.313 2.579
C 2.436 -4.567 2.297
F 2.892 -4.743 3.509
F 2.250 -5.708 1.675
C 3.545 -0.709 -0.995
N 2.422 -0.855 -1.838
S 1.144 0.225 -1.385
N 4.178 0.490 -0.794
C 4.076 1.523 -1.836
O 5.329 2.014 -2.188
O 5.698 2.859 -1.079
H 6.773 -0.481 3.069
H 5.703 -1.742 3.675
H 6.831 -2.102 2.382
H 4.105 -1.092 2.209
H 5.216 0.123 1.491
H 5.268 -2.833 0.833
H 3.054 -3.268 -1.573
H 3.910 -3.857 -0.172
H 1.312 -3.870 -0.131
H 1.413 -2.156 0.223
H 2.648 -0.776 -2.825
H 0.189 -0.710 -1.274
H 3.989 0.875 0.125
H 3.467 2.349 -1.455
H 3.609 1.162 -2.745
H 6.634 2.639 -0.949
O 2.860 1.555 -5.045
S 2.920 1.732 -6.471
O 1.905 2.500 -7.115
O 3.036 0.306 -7.152
C 2.026 -0.685 -6.844
C 0.699 -0.413 -7.519
C 4.502 2.340 -6.929
H 1.919 -0.757 -5.760
H 2.453 -1.620 -7.199
H 0.235 0.497 -7.141
H 0.020 -1.246 -7.336
H 0.834 -0.296 -8.593
H 5.269 1.741 -6.446
H 4.549 3.372 -6.586
H 4.588 2.297 -8.011
O 3.407 8.589 -0.669
S 2.439 7.987 -1.537
O 1.115 7.743 -1.056
O 3.067 6.647 -2.114
C 3.577 5.709 -1.139
C 2.481 4.948 -0.421
C 2.352 8.880 -3.047
H 4.227 6.239 -0.443
H 4.198 5.017 -1.705
H 1.868 5.601 0.190
H 2.917 4.194 0.235
H 1.822 4.462 -1.144
H 3.360 9.044 -3.419
H 1.868 9.827 -2.820
H 1.756 8.311 -3.755
O 1.256 4.432 2.314
S 1.235 5.182 3.537
O 2.334 5.059 4.444
O -0.125 4.883 4.295
C -0.471 3.503 4.557
C 0.345 2.886 5.673
C 0.941 6.878 3.188
H -0.386 2.934 3.630
H -1.524 3.537 4.827
H 1.396 2.801 5.402
H -0.037 1.889 5.893
H 0.283 3.496 6.574
H 0.096 6.960 2.510
H 1.844 7.263 2.719
H 0.751 7.396 4.124
O -2.879 -1.871 -0.106
S -3.538 -2.086 1.151
O -3.192 -1.252 2.261
O -3.326 -3.615 1.558
C -1.966 -4.085 1.543
C -1.139 -3.574 2.705
C -5.277 -2.130 0.946
H -1.521 -3.809 0.584
H -2.038 -5.170 1.569
H -1.020 -2.492 2.664
H -0.155 -4.033 2.671
H -1.610 -3.818 3.656
H -5.529 -2.785 0.119
H -5.594 -1.112 0.733
H -5.728 -2.478 1.871
O -7.969 -3.166 -0.063
S -9.149 -3.981 -0.121
O -9.220 -5.025 -1.101
O -10.410 -3.035 -0.266
C -10.417 -2.065 -1.341
C -10.665 -2.685 -2.700
C -9.523 -4.639 1.459
H -9.483 -1.501 -1.318
H -11.222 -1.382 -1.080
H -9.845 -3.335 -3.000
H -10.767 -1.896 -3.446
H -11.577 -3.281 -2.688
H -9.496 -3.837 2.192
H -8.772 -5.393 1.677
H -10.504 -5.104 1.418
O 10.209 6.778 1.857
S 9.078 5.918 2.014
O 8.666 5.084 0.923
O 7.845 6.771 2.524
C 7.487 7.972 1.796
C 6.860 7.688 0.451
C 9.269 4.925 3.453
H 8.368 8.608 1.698
H 6.787 8.482 2.453
H 7.575 7.228 -0.230
H 6.508 8.615 -0.002
H 6.016 7.007 0.554
H 9.559 5.561 4.284
H 10.053 4.203 3.231
H 8.330 4.417 3.653
O -9.393 -7.696 1.380
S -10.125 -8.517 0.456
O -11.549 -8.584 0.564
O -9.514 -9.980 0.500
C -9.418 -10.635 1.787
C -10.755 -11.118 2.311
C -9.674 -8.114 -1.189
H -8.928 -9.962 2.492
H -8.750 -11.474 1.612
H -11.421 -10.288 2.537
H -10.601 -11.693 3.224
H -11.249 -11.750 1.573
H -8.591 -8.075 -1.258
H -10.099 -7.137 -1.401
H -10.087 -8.864 -1.859
*
```

**Total energy**: -186762.67383 eV
**Orbital gap**: 8.317 eV
**Energy relative to the best compared isomer or geometry (same formula, charge and spin)**: 0.487 eV
**HOMO**: -11.9 eV
**LUMO**: -0.1333 Eh

Löwdin atomic charge list, values in e, 8 entries:
1. C -0.093
2. C -0.277
3. C -0.682
4. I 0.947
5. N -0.023
6. C -0.094
7. C -0.075
8. C -0.233

---

(4)
C5H14 | the ωB97M-V functional and the def2-TZVPD basis

```
! RIJCOSX wB97M-V def2-TZVPD def2/J DEFGRID3
* xyz 0 1
C 0.825 2.196 1.226
C 1.933 2.765 0.333
H 1.214 2.437 2.227
H -0.193 2.522 1.066
H 0.702 1.120 1.050
H 1.488 3.481 -0.368
H 2.417 1.975 -0.248
H 2.814 3.194 0.808
C -0.652 -1.257 -0.590
C -1.464 -1.519 0.672
C -0.710 -2.339 -1.676
H -0.992 -0.297 -0.999
H 0.398 -1.066 -0.359
H -0.854 -2.076 1.382
H -2.474 -1.832 0.490
H -0.200 -3.248 -1.365
H -1.745 -2.544 -1.899
H -1.524 -0.554 1.220
H -0.340 -1.931 -2.607
*
```

**Total energy**: -5411.41767 eV
**SMILES**: CCC.CC
**Orbital gap**: 12.371 eV
**Energy relative to the best compared isomer or geometry (same formula, charge and spin)**: 0.632 eV
**HOMO**: -11.3 eV
**LUMO**: 0.0400 Eh

natural (NBO) atomic charge list, values in e, 8 entries:
1. C -0.625
2. C -0.618
3. H 0.211
4. H 0.210
5. H 0.205
6. H 0.206
7. H 0.203
8. H 0.207